Run A
{"formula": "C3H3ClS", "method": "wB97M-V/def2-TZVPD", "symbols": ["C", "C", "C", "S", "H", "H", "Cl", "H"], "positions_angstrom": [[-2.073, -0.667, -0.574], [-0.758, -0.625, -0.616], [0.497, -0.626, -0.709], [2.072, -0.556, -0.689], [-2.626, -0.128, 0.186], [-2.651, -1.247, -1.281], [2.823, 2.384, 2.288], [2.716, 1.465, 1.397]], "smiles": "C=C=C=S.Cl", "homo_ev": [-8.74, -8.74], "lumo_ev": [-1.61, -1.61], "homo_lumo_gap_ev": [7.135, 7.134]}


Run B
{"formula": "C3H3ClS", "method": "wB97M-V/def2-TZVPD", "symbols": ["C", "C", "Cl", "C", "S", "H", "H", "H"], "positions_angstrom": [[0.344, 1.226, 0.027], [0.468, -0.131, 0.034], [1.960, -0.918, -0.028], [-0.683, -1.020, 0.006], [-2.295, -0.639, -0.026], [-0.625, 1.878, -0.074], [1.246, 1.718, -0.091], [-0.415, -2.113, 0.151]], "smiles": "C=C(Cl)C=S", "homo_ev": -9.07, "lumo_ev": -1.27, "homo_lumo_gap_ev": 7.799}


Most stable: run B. Least stable: run A.


Run A
{"formula": "C4H9NO3", "method": "wB97M-V/def2-TZVPD", "symbols": ["O", "C", "C", "C", "N", "C", "O", "H", "H", "H", "H", "H", "H", "H", "O", "H", "H"], "positions_angstrom": [[1.872, -1.576, -2.398], [2.037, -1.594, -1.213], [1.236, -0.742, -0.253], [-0.257, -0.779, -0.515], [-1.030, 0.060, 0.379], [-0.984, -0.094, 1.722], [-1.341, 0.759, 2.516], [2.773, -2.257, -0.727], [1.542, -0.978, 0.770], [1.580, 0.293, -0.397], [-0.422, -0.434, -1.532], [-0.668, -1.794, -0.513], [-1.317, 0.988, 0.098], [-0.614, -1.066, 2.082], [-1.227, 3.004, -0.156], [-1.542, 3.185, 0.747], [-1.289, 3.835, -0.637]], "smiles": "O=CCCNC=O.O", "homo_ev": -9.66, "lumo_ev": 0.67, "homo_lumo_gap_ev": 10.326}


Run B
{"formula": "C4H9NO3", "method": "wB97M-V/def2-TZVPD", "symbols": ["C", "N", "C", "O", "C", "C", "O", "H", "H", "H", "H", "H", "H", "H", "O", "H", "H"], "positions_angstrom": [[0.963, 1.010, -1.303], [0.783, 0.220, -0.106], [1.729, -0.760, 0.261], [1.743, -1.040, 1.431], [-0.072, 0.748, 0.858], [-1.323, 0.106, 1.367], [-2.134, 0.582, 2.126], [0.131, 1.085, -2.015], [1.293, 2.043, -1.088], [1.737, 0.507, -1.929], [2.490, -1.001, -0.591], [-0.559, 1.706, 0.493], [0.400, 1.017, 1.808], [-1.300, -0.942, 1.091], [-1.665, -1.731, -0.579], [-1.673, -2.167, -1.443], [-2.542, -1.383, -0.379]], "smiles": "CN(C=O)CC=O.O", "homo_ev": -8.99, "lumo_ev": 0.44, "homo_lumo_gap_ev": 9.424}


Run C
{"formula": "C4H9NO3", "method": "wB97M-V/def2-TZVPD", "symbols": ["C", "N", "C", "O", "O", "O", "H", "H", "H", "H", "H", "C", "C", "H", "H", "H", "H"], "positions_angstrom": [[-0.178, 0.239, -1.718], [0.100, -0.230, -0.341], [1.331, 0.661, 0.610], [0.625, -1.537, -0.407], [1.213, 1.979, 0.345], [2.379, 0.058, 0.718], [1.468, -1.458, 0.090], [2.101, 2.362, 0.436], [0.672, 0.014, -2.360], [-1.075, -0.258, -2.076], [-0.329, 1.317, -1.688], [-0.966, -0.085, 0.709], [-1.791, -1.163, 0.998], [-1.377, -2.154, 1.129], [-1.456, 0.874, 0.546], [0.037, 0.348, 1.556], [-2.753, -0.969, 1.452]], "homo_ev": [-7.29, -7.30], "lumo_ev": [0.17, 0.17], "homo_lumo_gap_ev": [7.458, 7.470]}


Most stable: run A. Least stable: run C.


Run A
{"formula": "C4H9NO3", "method": "wB97M-V/def2-TZVPD", "symbols": ["C", "C", "C", "O", "N", "C", "O", "O", "H", "H", "H", "H", "H", "H", "H", "H", "H"], "positions_angstrom": [[0.198, 0.498, -1.518], [0.005, 0.829, -0.054], [-1.528, 0.959, 0.236], [-2.076, -0.343, 0.518], [0.531, -0.100, 0.922], [1.413, -1.093, 0.648], [1.932, -1.324, -0.415], [1.582, -1.875, 1.742], [-0.466, 1.162, -2.085], [1.154, 0.788, -1.971], [0.107, -0.532, -1.850], [0.455, 1.806, 0.104], [-2.056, 1.424, -0.591], [-1.599, 1.378, 1.235], [-2.023, -0.888, -0.279], [0.268, -0.045, 1.887], [2.102, -2.643, 1.472]], "smiles": "C[C@@H](CO)NC(=O)O", "homo_ev": -9.75, "lumo_ev": 0.73, "homo_lumo_gap_ev": 10.480}


Run B
{"formula": "C4H9NO3", "method": "wB97M-V/def2-TZVPD", "symbols": ["C", "C", "C", "C", "H", "H", "H", "H", "H", "H", "H", "H", "H", "N", "O", "O", "O"], "positions_angstrom": [[-1.275, -2.011, -0.427], [0.388, -2.108, -0.380], [0.799, -0.914, 0.564], [0.875, 2.236, 0.336], [-1.556, -0.335, -1.247], [-1.541, -3.025, -0.476], [-1.662, -2.000, 0.515], [0.830, -3.134, -0.166], [0.661, -1.649, -1.443], [0.692, -1.447, 1.819], [1.887, -0.569, 0.234], [-0.943, 1.465, 1.202], [1.727, 2.045, -0.438], [-0.118, 1.271, 0.538], [-1.742, -1.155, -1.567], [-0.114, -0.037, -0.049], [1.357, 3.260, 1.076]], "homo_ev": -10.04, "lumo_ev": 0.69, "homo_lumo_gap_ev": 10.728}


Most stable: run A. Least stable: run B.


Run A
{"formula": "C4H9NO3", "method": "wB97M-V/def2-TZVPD", "symbols": ["O", "C", "C", "C", "O", "N", "C", "O", "H", "H", "H", "H", "H", "H", "H", "H", "H"], "positions_angstrom": [[1.441, 1.597, 0.302], [0.439, 0.897, 0.135], [0.418, -0.491, -0.485], [1.777, -1.190, -0.367], [2.036, -1.971, -1.572], [-0.733, 1.431, 0.658], [-2.051, 0.966, 0.305], [-2.715, 0.714, 1.499], [0.085, -0.360, -1.575], [-0.307, -1.163, -0.027], [1.786, -1.798, 0.541], [2.629, -0.443, -0.364], [2.809, -2.499, -1.444], [-0.683, 2.412, 1.002], [-2.053, 0.064, -0.470], [-2.692, 1.633, -0.212], [-2.184, 0.198, 2.074]], "smiles": "O=C(CCO)NCO", "homo_ev": -9.83, "lumo_ev": 0.72, "homo_lumo_gap_ev": 10.553}


Run B
{"formula": "C4H9NO3", "method": "wB97M-V/def2-TZVPD", "symbols": ["O", "C", "C", "C", "N", "C", "O", "H", "H", "H", "H", "H", "H", "H", "O", "H", "H"], "positions_angstrom": [[1.622, -1.579, -2.640], [1.509, -2.011, -1.529], [1.299, -1.067, -0.349], [-0.236, -0.752, -0.337], [-0.540, 0.314, 0.580], [-0.996, 0.078, 1.846], [-1.413, 0.961, 2.565], [1.479, -3.092, -1.311], [1.566, -1.543, 0.596], [1.898, -0.173, -0.493], [-0.456, -0.431, -1.354], [-0.759, -1.687, -0.150], [-0.629, 1.265, 0.302], [-0.914, -0.981, 2.132], [-0.861, 3.345, 0.093], [-1.571, 3.429, 0.699], [-0.997, 3.924, -0.648]], "smiles": "O=CCCNC=O.O", "homo_ev": -9.54, "lumo_ev": 0.74, "homo_lumo_gap_ev": 10.284}


Run C
{"formula": "C4H9NO3", "method": "wB97M-V/def2-TZVPD", "symbols": ["C", "C", "C", "C", "H", "H", "H", "H", "H", "H", "H", "H", "H", "N", "O", "O", "O"], "positions_angstrom": [[1.167, 0.613, -0.348], [-0.012, -0.139, -0.125], [-0.018, -1.430, 0.335], [-0.901, -0.603, 1.105], [-0.085, 2.281, -0.225], [1.159, 2.697, -1.334], [1.884, -0.002, -0.828], [1.798, 0.789, 0.520], [-0.450, 0.837, -1.663], [-0.483, -2.155, -0.140], [0.786, -2.196, 1.623], [-1.211, -0.043, 2.113], [-2.348, 0.263, -0.217], [0.621, 1.874, -1.011], [-0.893, -0.121, -1.179], [1.248, -1.976, 0.829], [-2.262, -0.689, 0.544]], "homo_ev": -8.99, "lumo_ev": 0.50, "homo_lumo_gap_ev": 9.493}


Most stable: run B. Least stable: run C.


Run A
{"formula": "C4H9NO3", "method": "wB97M-V/def2-TZVPD", "symbols": ["C", "C", "C", "O", "N", "C", "O", "H", "H", "H", "H", "H", "H", "H", "O", "H", "H"], "positions_angstrom": [[0.109, 1.590, -1.244], [0.672, 0.268, -0.602], [2.189, 0.261, -0.777], [2.861, 0.224, 0.196], [0.274, 0.230, 0.784], [-1.135, 0.194, 1.152], [-1.419, 0.010, 2.261], [0.368, 2.505, -0.893], [-1.063, 1.550, -1.390], [0.415, 1.586, -2.252], [0.085, -0.608, -1.102], [2.444, 0.078, -1.773], [0.954, -0.332, 1.478], [-1.703, 0.584, 0.307], [-2.635, -2.165, -1.096], [-1.996, -2.731, -1.584], [-2.886, -2.685, -0.341]], "smiles": "C[C@@H](C=O)NC=O.O", "homo_ev": -9.42, "lumo_ev": 0.44, "homo_lumo_gap_ev": 9.853}


Run B
{"formula": "C4H9NO3", "method": "wB97M-V/def2-TZVPD", "symbols": ["C", "C", "C", "C", "N", "O", "O", "O", "H", "H", "H", "H", "H", "H", "H", "H", "H"], "positions_angstrom": [[-0.841, 0.681, 0.297], [-1.192, 1.188, -1.104], [1.454, -0.095, 0.585], [0.207, -0.397, 0.254], [-0.164, -1.682, -0.246], [2.576, -1.156, 0.458], [2.218, 0.899, 0.922], [-1.991, 0.106, 0.941], [3.084, 0.000, 0.764], [2.558, -1.531, -0.437], [-2.719, 0.733, 0.870], [-0.450, 1.511, 0.897], [-1.169, -1.788, -0.161], [0.252, -2.422, 0.308], [-1.542, 0.367, -1.730], [-0.312, 1.633, -1.568], [-1.971, 1.953, -1.051]], "homo_ev": -7.63, "lumo_ev": 0.61, "homo_lumo_gap_ev": 8.239}


Run C
{"formula": "C4H9NO3", "method": "wB97M-V/def2-TZVPD", "symbols": ["N", "C", "C", "O", "C", "C", "O", "H", "H", "H", "H", "H", "H", "H", "O", "H", "H"], "positions_angstrom": [[0.408, 0.240, 1.138], [-0.879, -0.272, 0.619], [-1.099, -1.763, 1.125], [-0.250, -2.365, 1.799], [-0.693, -0.251, -0.938], [-0.808, 1.041, -1.542], [-0.159, 1.338, -2.475], [1.203, 0.003, 0.566], [0.530, 0.038, 2.111], [-1.660, 0.293, 1.170], [-2.130, -1.959, 0.897], [0.389, -0.534, -1.124], [-1.304, -1.143, -1.217], [-1.429, 1.775, -1.019], [2.789, 0.967, -0.198], [2.750, 0.943, -1.091], [2.343, 1.649, 0.177]], "smiles": "N[C@H](C=O)CC=O.O", "homo_ev": -9.29, "lumo_ev": 0.61, "homo_lumo_gap_ev": 9.897}


Most stable: run A. Least stable: run B.


Run A
{"formula": "C4H9NO3", "method": "wB97M-V/def2-TZVPD", "symbols": ["C", "C", "C", "O", "N", "C", "O", "H", "H", "H", "H", "H", "H", "H", "O", "H", "H"], "positions_angstrom": [[-1.389, -1.293, -0.127], [-0.522, -0.076, 0.224], [-1.169, 0.656, 1.369], [-0.802, 0.594, 2.509], [0.856, -0.399, 0.550], [1.730, -0.933, -0.297], [2.908, -1.089, -0.056], [-1.156, -2.126, 0.537], [-1.199, -1.683, -1.123], [-2.466, -1.160, 0.007], [-0.547, 0.549, -0.668], [-2.128, 1.135, 1.106], [1.133, -0.313, 1.520], [1.269, -1.152, -1.271], [0.779, 2.531, -1.441], [1.169, 1.741, -1.056], [1.534, 3.019, -1.783]], "smiles": "C[C@@H](C=O)NC=O.O", "homo_ev": -10.18, "lumo_ev": 0.59, "homo_lumo_gap_ev": 10.766}


Run B
{"formula": "C4H9NO3", "method": "wB97M-V/def2-TZVPD", "symbols": ["C", "C", "O", "C", "N", "C", "O", "O", "H", "H", "H", "H", "H", "H", "H", "H", "H"], "positions_angstrom": [[-1.707, -0.743, 0.383], [-0.451, -1.188, -0.432], [-0.630, -1.063, -1.813], [0.767, -0.408, 0.051], [1.259, -0.823, 1.333], [0.457, 1.102, 0.035], [-0.026, 1.561, -0.991], [0.620, 1.723, 1.179], [-2.554, -1.481, 0.205], [-1.478, -0.701, 1.466], [-1.965, 0.313, 0.104], [-0.293, -2.290, -0.269], [-0.541, -0.075, -1.938], [1.576, -0.584, -0.716], [0.637, -0.646, 2.093], [1.399, -1.808, 1.366], [0.303, 2.695, 1.145]], "smiles": "C[C@@H](O)[C@H](N)C(=O)O", "homo_ev": -9.41, "lumo_ev": 0.50, "homo_lumo_gap_ev": 9.909}


Most stable: run B. Least stable: run A.